Entry from the OMol25 dataset: a 8-piece molecular cluster, C25H35Cl10N3 overall in a non-equilibrium geometry (the ωB97M-V functional and the def2-TZVPD basis).

Orbital gap ... 9.658 eV
ΔE to the lowest compared entry with this formula, charge and spin ... 0.113 eV
Max |F| ... 0.03142 hartree/bohr
Total energy ... -156187.5040 eV
Total charge ... 0
Structure (SMILES) ... c1ccncc1.c1ccncc1.c1ccncc1.ClCCCl.ClCCCl.ClCCCl.ClCCCl.ClCCCl
E_LUMO ... 0.390 eV

CARTESIAN COORDINATES (ANGSTROEM)
H (-4.952, -3.123, 3.432)
C (0.668, 0.231, -1.557)
Cl (3.865, 2.824, -4.424)
C (-0.993, -1.183, -0.864)
C (1.709, 3.359, -0.765)
H (6.386, -1.167, 3.631)
H (-5.418, 4.354, -3.474)
H (5.362, -1.212, 1.296)
C (-3.981, 2.474, -1.058)
Cl (2.640, -3.010, 5.839)
C (-4.948, 3.240, -1.687)
H (3.159, 1.447, 4.686)
C (5.039, 0.619, -3.352)
C (1.453, -0.059, -0.443)
H (1.915, -1.391, 3.512)
C (-3.977, -3.441, -3.209)
H (-5.185, -2.702, -4.908)
H (-4.784, -3.504, 0.918)
C (2.392, 4.394, 0.108)
C (-2.667, 2.726, -3.020)
C (5.475, -0.660, 3.354)
H (3.074, 3.897, 0.790)
H (-0.610, -2.295, 0.947)
H (5.683, 1.284, -2.781)
N (-0.509, -0.334, -1.794)
Cl (3.479, 5.428, -0.897)
H (0.292, -2.510, 5.894)
C (-4.829, -2.307, 2.718)
C (3.721, 0.840, 3.986)
C (-4.111, -2.930, 1.547)
Cl (-2.842, -4.121, 2.039)
C (-2.788, 2.234, -1.726)
N (-3.599, 3.422, -3.662)
H (3.280, 0.598, -4.574)
H (2.396, 0.421, -0.211)
H (2.964, 1.235, -2.968)
H (-3.582, -2.216, 0.920)
H (2.401, 2.632, -1.188)
H (-5.812, -1.947, 2.428)
H (1.317, -1.088, 5.959)
H (1.055, 0.933, -2.286)
Cl (-3.981, -0.977, 3.507)
H (1.554, -1.294, 1.328)
C (3.315, 0.916, 2.650)
N (3.939, 0.201, 1.705)
H (5.653, 0.334, -4.205)
C (4.907, -0.623, 2.087)
H (5.127, 0.070, 5.368)
C (1.190, -2.059, 5.481)
H (-3.762, -4.382, -2.711)
Cl (0.748, 4.063, -2.064)
H (-1.877, -1.712, -1.196)
C (-0.273, -1.525, 0.262)
C (4.804, 0.063, 4.334)
H (-4.102, 2.168, -0.025)
C (1.037, -1.806, 3.996)
Cl (4.800, -0.901, -2.413)
Cl (-0.328, -0.643, 3.841)
Cl (-4.770, -4.992, -5.293)
H (0.687, -2.689, 3.466)
H (-1.977, 1.685, -1.282)
H (1.045, 2.747, -0.151)
H (-5.997, -3.785, -3.762)
C (-5.051, -3.551, -4.248)
H (2.597, 1.683, 2.389)
H (-1.781, 2.463, -3.589)
C (1.004, -1.016, 0.441)
H (1.641, 5.032, 0.561)
H (-3.039, -3.116, -3.661)
Cl (-4.368, -2.167, -2.013)
H (-5.866, 3.584, -1.228)
C (-4.726, 3.678, -2.986)
C (3.710, 1.160, -3.748)

Entry from the OMol25 dataset: C25H35Cl2NO6RbSeSi as an isolated structure in a non-equilibrium geometry (the ωB97M-V functional and the def2-TZVPD basis).

Orbital gap ... 5.473 eV
ΔE to the lowest compared entry with this formula, charge and spin ... 0.379 eV
Max |F| ... 0.03494 hartree/bohr
Total energy ... -139196.3931 eV
Total charge ... -1
E_LUMO ... 1.724 eV

CARTESIAN COORDINATES (ANGSTROEM)
C (1.548, 3.418, 1.213)
H (-1.020, -0.313, -4.877)
C (-7.751, 1.627, 1.591)
H (0.398, 0.282, -3.987)
H (1.366, 4.465, 1.477)
H (-0.166, -1.212, 1.421)
C (-5.535, 0.950, 0.011)
O (-2.538, 1.770, -0.206)
H (-8.601, 1.873, 2.215)
C (1.364, -0.268, -6.948)
Rb (-0.515, 1.528, -1.649)
H (-0.001, -3.692, -5.472)
C (-6.472, 1.697, 2.117)
H (-2.364, 4.545, 5.819)
C (3.193, 2.792, -0.425)
O (0.744, -1.038, -0.362)
H (1.836, -0.765, -7.799)
C (-3.260, 1.375, -1.177)
H (4.174, 1.730, -2.009)
C (-4.389, 0.399, -0.815)
H (-0.368, -1.244, -3.510)
C (-0.103, -0.612, -4.362)
C (1.924, -1.395, -1.073)
O (2.319, 0.888, -1.628)
H (3.487, -0.116, -0.244)
C (-2.716, 3.930, 5.002)
C (1.196, 0.417, 1.550)
H (0.797, -3.424, -7.024)
C (-6.830, 0.894, -0.491)
N (-4.066, 1.475, 1.846)
H (-1.488, 2.231, 5.505)
H (-0.593, 3.108, 1.027)
H (2.370, 3.063, 1.842)
H (-4.783, -0.018, -1.739)
C (0.274, 2.627, 1.485)
H (3.504, 2.134, 0.393)
O (1.910, 3.335, -0.155)
Cl (-5.045, 4.417, 1.827)
H (1.081, 0.437, 2.643)
O (-3.076, 1.660, -2.373)
H (-8.932, 1.180, -0.154)
Se (3.029, -2.022, -4.534)
C (0.198, -2.946, -6.245)
H (2.397, -2.270, -0.609)
H (-3.334, 1.422, 1.118)
H (0.110, 2.587, 2.572)
O (0.315, 1.329, 0.941)
H (-0.757, -2.634, -6.684)
C (-4.067, 3.650, 3.035)
C (-7.938, 1.239, 0.271)
C (-2.703, 1.864, 3.796)
H (-6.318, 2.005, 3.145)
C (3.155, 2.016, -1.720)
C (2.960, -0.299, -1.192)
C (-2.229, 2.643, 4.834)
H (3.938, 3.596, -0.506)
C (0.828, -0.964, 1.042)
H (2.235, 0.663, 1.311)
H (2.020, 0.547, -6.633)
H (1.542, -1.701, 1.433)
H (2.756, 2.652, -2.514)
C (-3.668, 2.318, 2.882)
C (-3.630, 4.434, 4.094)
H (-3.985, 5.453, 4.167)
Si (1.131, -1.481, -5.515)
H (0.411, 0.155, -7.284)
C (-5.360, 1.404, 1.330)
Cl (-2.034, 0.268, 3.604)
H (1.616, -1.681, -2.078)
H (-3.924, -0.418, -0.251)
H (3.681, -0.633, -1.948)
H (-6.967, 0.550, -1.510)

Entry from the OMol25 dataset: C25H35Cl3CoN5OSSi as an isolated structure (the ωB97M-V functional and the def2-TZVPD basis).

Orbital gap (spin up / spin down) ... 8.862 / 8.810 eV
ΔE to the lowest compared entry with this formula, charge and spin ... 0.096 eV
Max |F| ... 0.00484 hartree/bohr
2S+1 ... 2
Total energy ... -129894.1494 eV
Total charge ... +1
E_LUMO (spin up / spin down) ... -2.263 / -2.330 eV
⟨S²⟩ ... 0.76

CARTESIAN COORDINATES (ANGSTROEM)
H (2.645, -6.870, 1.753)
H (-0.894, 3.725, 2.073)
C (3.409, -3.780, 0.302)
C (2.797, -4.523, -0.663)
N (-3.614, 0.948, 2.440)
H (-3.746, 4.154, 1.611)
Si (2.924, 2.428, 0.351)
C (-0.210, -1.039, 2.466)
H (5.091, 1.734, 1.339)
H (3.873, 1.980, 2.594)
H (4.199, 4.536, 0.085)
H (-4.134, 0.464, -0.258)
H (2.676, -4.823, -2.780)
H (3.000, 4.684, 1.372)
H (-2.111, 3.715, 3.161)
C (3.178, 4.278, 0.374)
H (4.294, 1.996, -1.655)
H (-1.279, -3.674, -0.716)
C (0.187, -2.200, 1.890)
N (-1.866, 3.455, 2.212)
H (-1.639, 3.647, -0.532)
H (-3.368, 3.899, -0.799)
H (0.158, -4.198, 0.173)
C (-1.082, -1.814, -3.051)
H (-2.492, -0.913, -4.391)
H (3.845, 0.511, 1.617)
H (-5.586, 0.937, 1.607)
H (1.948, -6.565, -0.757)
H (1.435, -2.303, -0.812)
C (-4.654, 1.502, 1.543)
C (-1.685, -0.744, -3.692)
C (0.596, -2.750, -1.354)
C (-2.630, 3.469, -0.114)
N (-0.605, -2.376, 0.779)
C (-0.339, -3.342, -0.280)
Co (-1.713, 1.439, 1.798)
C (0.044, 1.819, 1.188)
S (3.563, -4.610, 1.797)
N (-1.241, -0.498, 1.731)
H (3.147, 0.680, -1.413)
H (3.028, -3.157, -2.300)
H (0.957, -2.905, 2.152)
H (-2.159, -1.190, -0.074)
Cl (-1.998, 1.880, -4.218)
H (2.606, 2.211, -2.111)
H (0.187, -0.547, 3.336)
C (3.267, 1.765, -1.365)
H (-2.323, 1.582, -0.788)
H (0.166, 1.764, -2.341)
C (2.439, -5.811, -0.156)
H (-2.434, 5.206, 1.130)
H (-3.617, -0.067, 2.392)
H (2.498, 4.776, -0.320)
H (-4.851, 2.047, -0.532)
H (-4.874, 2.514, 1.873)
Cl (-1.700, -3.397, -3.397)
C (2.454, -4.052, -2.045)
C (-2.724, 4.160, 1.240)
C (-0.033, -1.629, -2.149)
O (1.054, -3.796, -2.184)
C (-1.449, -1.330, 0.725)
C (-0.192, 0.763, -2.542)
Cl (3.999, -2.170, 0.158)
C (4.039, 1.585, 1.590)
C (0.391, -0.326, -1.912)
C (1.181, 2.064, 0.818)
C (-1.231, 0.537, -3.427)
C (-4.151, 1.495, 0.104)
H (-3.838, 1.175, 3.404)
H (1.188, -0.146, -1.199)
C (2.782, -5.991, 1.144)
N (-2.781, 2.012, 0.006)

Entry from the OMol25 dataset: one molecule with the formula C25H35N5 (the ωB97M-V functional and the def2-TZVPD basis).

Orbital gap ... 8.064 eV
Max |F| ... 0.01461 hartree/bohr
Total energy ... -33944.6140 eV
Total charge ... 0
Structure (SMILES) ... CCN(CC)c1ccc(CNc2nc3ccccc3n2CCN2CCCCC2)cc1
E_LUMO ... 0.726 eV

CARTESIAN COORDINATES (ANGSTROEM)
N (2.124, -2.440, 0.658)
C (1.922, 0.982, -1.697)
C (4.891, 2.551, -0.042)
C (-2.010, -0.535, 0.442)
C (3.814, -1.470, -0.526)
H (-5.045, 1.564, 1.628)
C (-5.732, 1.506, 0.779)
H (1.690, -0.755, -3.002)
H (0.923, 0.833, -1.274)
C (-7.597, -1.188, 0.586)
C (-4.410, -0.461, 0.103)
H (6.546, -2.423, 1.973)
C (4.362, 2.747, 1.374)
H (-6.186, 2.640, -1.007)
C (2.413, -0.360, -2.280)
N (2.629, -1.301, -1.218)
C (6.082, -1.452, 0.127)
C (-6.816, -0.335, -0.417)
H (-1.100, -0.033, 0.740)
H (5.444, 1.611, -0.088)
C (5.759, -2.166, 1.278)
C (3.728, 2.482, -1.028)
H (-6.574, -0.927, -1.303)
H (-8.498, -1.581, 0.123)
C (-5.478, 2.670, -0.182)
H (1.841, 1.722, -2.503)
C (4.461, -2.554, 1.549)
N (-5.604, 0.217, 0.140)
H (5.561, 3.366, -0.322)
H (1.601, 0.753, 0.864)
H (-0.760, -3.584, -0.442)
H (-7.882, -0.592, 1.450)
H (7.111, -1.169, -0.048)
H (4.209, -3.110, 2.437)
C (2.268, 1.591, 0.651)
C (1.659, -1.880, -0.427)
C (5.115, -1.096, -0.797)
H (2.946, 1.765, 2.686)
H (5.186, 2.745, 2.089)
C (-4.336, -1.799, -0.309)
H (4.110, 2.294, -2.035)
N (0.343, -1.808, -0.750)
H (-4.474, 2.613, -0.595)
H (-5.592, 3.617, 0.338)
H (3.196, 3.454, -1.040)
H (-0.214, -2.701, 0.998)
H (-3.118, -3.503, -0.676)
H (1.680, 2.529, 0.704)
C (3.380, 1.626, 1.695)
N (2.844, 1.399, -0.662)
C (-1.947, -1.860, 0.030)
H (-3.186, 1.186, 0.783)
C (-3.203, 0.154, 0.471)
H (-6.747, 1.587, 1.180)
C (3.477, -2.201, 0.637)
H (3.903, 0.668, 1.677)
C (-0.630, -2.584, -0.007)
H (3.853, 3.713, 1.445)
C (-3.131, -2.472, -0.351)
H (-7.446, 0.497, -0.747)
H (-5.224, -2.336, -0.597)
H (5.375, -0.543, -1.688)
H (3.367, -0.213, -2.790)
H (0.116, -1.629, -1.716)
H (-6.989, -2.019, 0.935)

Entry from the OMol25 dataset: C25H36Br39FN2O7P as an isolated structure in a non-equilibrium geometry (the ωB97M-V functional and the def2-TZVPD basis).

Orbital gap ... 6.539 eV
Max |F| ... 0.20289 hartree/bohr
Total energy ... -2787465.2428 eV
Total charge ... +1
E_LUMO ... -4.625 eV

CARTESIAN COORDINATES (ANGSTROEM)
C (3.549, -6.804, 0.193)
H (-11.433, 10.677, -1.220)
O (3.470, -1.435, -1.882)
H (-5.287, -5.036, 0.661)
H (-0.719, -1.276, -1.272)
H (3.308, -9.711, 2.195)
Br (2.149, -9.461, -2.548)
Br (-6.388, -2.819, 0.980)
C (2.076, 0.442, 0.129)
Br (-2.710, 10.883, 7.386)
H (3.923, -7.092, 1.280)
H (-2.987, 13.246, 8.140)
Br (2.868, -6.579, -3.797)
C (-2.272, 0.057, -0.944)
Br (-4.515, -3.887, -1.415)
O (-2.667, 1.292, -1.272)
H (-3.534, 6.965, -4.589)
Br (5.373, -4.234, -2.402)
H (3.189, 1.169, 3.492)
H (1.122, 0.909, 2.598)
Br (8.071, -11.095, 1.149)
C (10.572, 1.016, -2.570)
Br (-3.838, 5.413, -2.659)
Br (-6.237, 8.474, 0.766)
Br (-3.049, 8.537, -2.712)
H (-6.557, 2.717, -0.060)
Br (-9.509, 11.965, -0.290)
C (-3.379, 12.706, 7.272)
Br (-2.717, 13.623, 5.688)
H (1.237, -2.076, -0.692)
C (1.259, -0.248, 2.354)
H (2.381, 1.331, 0.864)
Br (-7.621, 5.597, 0.328)
H (4.468, -6.521, -0.507)
H (0.323, -6.356, 0.642)
Br (-4.234, 2.713, 2.601)
C (8.529, -10.803, -0.719)
O (4.658, -0.941, 0.472)
Br (-1.157, 3.633, 2.339)
O (3.721, 0.344, 3.234)
Br (-5.319, 12.774, 7.389)
Br (-5.867, 7.566, -3.938)
H (9.586, -11.065, -0.834)
H (-1.502, -3.150, -0.481)
Br (-8.573, 2.314, -1.475)
Br (7.315, -3.014, -4.666)
C (0.237, -4.688, -1.032)
Br (10.393, 2.886, -3.076)
H (-1.289, -4.635, 0.660)
C (-4.006, 7.101, -3.611)
Br (9.565, -0.154, -3.754)
C (-0.270, -0.092, 0.464)
H (-6.373, 7.045, -1.276)
H (2.969, -7.756, -0.228)
Br (6.671, -1.311, -2.008)
C (2.691, -0.704, 3.012)
C (3.439, -8.425, -3.570)
H (-4.192, 12.878, 3.437)
Br (8.349, -8.933, -1.225)
H (3.487, -8.870, -4.570)
C (-4.937, -4.014, 0.479)
O (-1.117, 0.507, 1.310)
C (1.355, -1.984, 0.489)
Br (-4.178, 10.383, 3.397)
Br (7.522, -11.973, -1.903)
Br (-8.613, 8.140, -1.385)
H (2.578, -1.338, -2.333)
Br (-3.515, 5.596, 1.352)
H (2.914, -4.670, -0.495)
H (-0.507, -2.463, 1.906)
C (0.968, -5.943, -0.264)
Br (-6.543, 0.221, -0.100)
C (-7.109, 7.281, -0.500)
O (4.574, 1.073, -1.291)
H (-0.530, -5.180, -1.802)
C (3.112, -10.429, 1.392)
C (0.216, -2.997, 1.157)
H (0.415, -0.799, 2.969)
Br (10.114, 0.724, -0.702)
H (7.766, -3.538, -2.268)
C (6.902, -3.087, -2.767)
Br (-3.084, 12.504, 1.233)
H (2.399, -2.437, 0.848)
H (4.453, 1.017, -2.304)
Br (-3.363, -3.748, 1.591)
H (1.123, -6.840, -1.036)
P (3.680, -0.291, -0.587)
Br (3.321, -12.206, 2.155)
C (-4.388, 12.160, 2.634)
H (0.784, -3.831, 1.795)
C (2.507, -5.521, 0.220)
Br (4.416, -10.084, -0.010)
H (11.629, 0.754, -2.685)
Br (-5.449, 2.343, -2.265)
O (2.937, -1.992, 3.380)
C (-0.681, -3.808, 0.051)
Br (5.226, -8.541, -2.810)
H (0.984, -4.022, -1.641)
C (-6.753, 1.999, -0.863)
N (1.163, -0.529, 0.839)
H (2.521, -5.062, 1.311)
Br (-6.208, 12.475, 2.023)
Br (-10.661, 11.826, -3.296)
C (-2.944, 3.750, 1.579)
H (-2.896, 3.305, 0.580)
Br (1.292, -10.114, 0.780)
F (-3.248, -1.017, -0.545)
H (1.514, 0.985, -0.774)
C (-11.083, 11.698, -1.402)
N (-0.795, -0.279, -0.975)
Br (-12.533, 12.894, -0.901)

Entry from the OMol25 dataset: C25H36CrF3NOPS as an isolated structure (the ωB97M-V functional and the def2-TZVPD basis).

Orbital gap (spin up / spin down) ... 7.250 / 7.435 eV
ΔE to the lowest compared entry with this formula, charge and spin ... 0.000 eV
Max |F| ... 0.00667 hartree/bohr
2S+1 ... 5
Total energy ... -86742.4405 eV
Total charge ... +1
E_LUMO (spin up / spin down) ... -3.593 / -3.710 eV
⟨S²⟩ ... 6.03

CARTESIAN COORDINATES (ANGSTROEM)
H (8.501, -0.526, 3.546)
C (6.241, 0.140, 1.249)
C (4.430, 0.074, -0.444)
H (1.575, 5.695, 1.172)
C (0.988, 3.654, 0.792)
C (-1.685, -1.121, 2.135)
H (5.290, -0.044, -1.099)
C (-1.608, -2.929, 3.702)
H (0.109, 5.567, 0.213)
H (0.382, 0.920, -3.089)
Cr (-0.083, 0.315, 0.630)
C (8.214, 0.219, 2.804)
C (-3.631, -1.442, 3.718)
F (-3.600, -0.201, 4.230)
C (1.050, 3.564, -2.932)
C (3.990, 0.112, 2.084)
C (2.567, 0.113, 1.908)
S (-2.357, 0.265, 1.313)
H (1.406, 0.295, -1.792)
H (-2.546, 1.541, -1.340)
H (2.255, 2.652, -1.407)
H (0.188, -4.132, 3.607)
C (-2.193, 2.411, -1.899)
H (1.855, 3.523, -3.666)
C (1.292, 1.104, -2.518)
C (-1.423, 3.370, -0.988)
H (8.493, 1.196, 3.202)
C (6.740, 0.170, 2.547)
P (0.121, 2.556, -0.411)
H (8.787, 0.047, 1.896)
H (2.932, -0.758, 4.651)
H (-2.066, -3.507, 4.494)
O (1.969, 0.199, 0.821)
C (5.845, 0.160, 3.617)
H (6.936, 0.132, 0.419)
H (1.183, -2.699, 1.815)
H (0.328, 2.449, 2.505)
C (-2.311, 3.842, 0.162)
C (1.272, 2.489, -1.866)
H (-0.536, 3.963, 2.332)
H (-2.552, 3.032, 0.851)
H (1.683, 5.252, -0.524)
H (-1.117, 4.242, -1.573)
C (4.883, 0.113, 0.986)
H (3.732, -0.742, -0.629)
H (6.232, 0.175, 4.628)
H (1.123, 3.975, 2.917)
C (-2.280, -1.843, 3.181)
H (3.911, 0.995, -0.716)
H (-1.859, 4.649, 0.735)
F (-4.569, -1.470, 2.763)
C (0.441, 3.497, 2.212)
H (4.176, 0.115, 5.528)
H (-3.252, 4.217, -0.245)
F (-4.027, -2.269, 4.697)
C (1.090, 5.122, 0.380)
C (3.576, 0.122, 4.622)
H (2.938, 1.006, 4.660)
H (1.962, 0.042, 2.820)
H (-1.597, 2.056, -2.739)
H (0.117, 3.388, -3.468)
N (-0.454, -1.454, 1.705)
C (4.480, 0.128, 3.416)
H (2.131, 1.034, -3.212)
C (-0.346, -3.279, 3.218)
H (2.002, 3.231, 0.790)
H (1.018, 4.576, -2.531)
C (0.202, -2.497, 2.227)
H (-3.066, 2.921, -2.307)

Which value of max |F| does entry 6 give? 0.00667 hartree/bohr

Look up the total charge of the fifth one. +1